# 1
Entry from the Open Molecules 2025 dataset: a 2-piece molecular cluster, C25H37BN3O7S2 overall in a non-equilibrium geometry (wB97M-V/def2-TZVPD).

## Properties
total charge = -1
HOMO energy = -0.20228 hartree

```
75
Properties=species:S:1:pos:R:3:forces:R:3
H -3.71454 0.36005 3.77431 0.07 0.04 0.15
C 2.87903 -2.44748 -1.50248 -0.44 -0.30 0.91
H 1.09254 4.57917 -1.93656 -0.06 -0.09 -0.19
H -3.09760 -2.91531 -1.21964 -0.08 0.10 -0.28
B 3.05083 2.86403 2.74949 -0.15 -0.31 -0.04
H -1.52913 -2.22932 -0.91528 -0.34 -0.43 0.19
H 1.62955 -4.33697 -2.65528 0.18 0.02 -0.13
O 4.02586 3.75115 3.09955 -0.26 0.23 -0.44
O -3.77896 3.39939 1.66456 -0.01 -0.35 -0.53
C -1.64855 0.93535 -1.12409 1.92 -1.29 -0.87
H 3.75248 -0.76751 -2.47252 0.08 0.24 -0.15
H 3.09851 -3.00357 -2.40490 0.15 0.12 -0.35
H -2.30842 1.41307 -0.42085 0.63 0.10 -0.26
C -0.45570 -4.10101 -2.24442 -0.01 -0.39 0.10
C 3.45166 1.34653 -0.86228 0.40 0.56 -0.92
H -2.56220 -0.70635 2.91967 0.14 -0.13 0.19
H -1.01101 -4.81414 -0.27921 0.14 -0.34 0.04
H 1.70613 1.76072 4.01561 -0.06 -0.05 0.28
C 3.57073 0.49691 1.76836 0.08 -0.47 -0.37
O 4.07572 0.13068 2.81537 -0.31 0.23 -0.01
H -4.46013 -3.83344 1.00212 -0.16 -0.03 -0.34
H 2.97181 3.78489 -1.27627 0.10 0.05 -0.11
H 1.49545 4.92352 0.94920 -0.09 0.04 0.22
C 0.61610 4.77368 -0.98119 0.24 -0.37 -0.03
S -0.79120 3.56004 -3.92282 0.28 -0.16 -0.22
C 3.17215 2.34310 0.21347 0.23 -0.57 0.81
S -1.07352 4.11149 -1.02515 -0.57 -0.03 0.12
H 3.64171 4.41552 3.68035 0.26 -0.05 0.33
C -1.49564 -4.37058 -1.14594 -0.14 0.83 0.19
H 3.11652 -1.50269 1.02302 0.06 -0.18 -0.08
H -2.26379 -5.05059 -1.50180 0.01 -0.34 -0.01
O -4.55487 -0.87971 2.34788 0.44 -0.01 0.56
C -2.49790 -2.99090 0.83826 -0.43 0.18 -0.82
C -0.17356 0.69665 -2.78382 -0.55 -1.46 0.31
C -0.46967 -0.51357 -2.19990 0.31 1.69 -1.12
H 0.56870 5.85164 -0.88644 -0.25 0.19 0.03
H -3.22483 0.68495 2.09510 -0.23 0.08 0.02
H -0.04090 -1.45061 -2.50616 -0.28 0.17 -0.01
H 0.77841 -2.11582 -1.17079 0.20 -0.20 0.50
C -4.35153 -2.27495 2.45891 -0.23 0.05 -0.81
H -0.63083 -3.10957 -2.65715 -0.23 -0.23 -0.28
O 3.92085 1.70347 -1.93759 -0.52 -0.25 0.71
H -3.56123 -2.51821 3.17146 0.11 0.06 0.14
H -4.41514 -2.18120 0.31984 -0.30 0.10 -0.06
C -4.00707 -2.84170 1.07395 0.54 -0.57 0.90
C 3.19393 -0.08941 -0.58341 -0.32 -0.23 0.64
N -0.93947 1.62876 -2.09938 0.50 -0.05 -0.37
C 2.94569 -0.95269 -1.76606 0.54 -0.72 -0.36
H 1.51644 3.53557 4.24748 -0.10 -0.02 0.25
C 3.25051 -0.48332 0.69562 0.04 0.31 -0.21
C -3.45533 -0.09517 2.81892 -0.24 0.09 -0.35
H -2.12673 -3.87794 1.34857 0.08 -0.07 0.20
C 1.00344 -4.16714 -1.78412 -0.43 0.03 0.43
H 0.48844 0.91514 -3.59414 0.03 0.37 -0.17
H 1.10158 -5.03935 -1.13837 0.17 -0.25 -0.08
H 0.87040 3.35412 0.63264 -0.09 -0.33 -0.16
O -4.86170 3.46858 -0.21122 0.40 -0.39 0.15
H -1.99358 -2.12081 1.24694 0.16 0.15 0.13
C 1.69651 2.73771 3.53328 0.38 0.08 -0.51
C -2.17292 -3.06874 -0.67175 0.45 -0.57 0.44
C 2.86163 3.74353 -0.19486 -0.27 0.00 -0.61
N -1.37983 -0.35434 -1.18825 0.01 1.42 0.03
C -0.92727 2.99212 -2.41871 -0.22 0.06 0.48
N -4.03834 2.91627 0.53912 -0.65 1.46 0.81
O -3.44838 1.87300 0.16919 -2.15 0.48 1.01
H -5.26428 -2.74205 2.83118 -0.22 0.15 0.05
H 0.88200 2.70004 2.81630 -0.31 0.04 0.00
C 1.49007 -2.92151 -1.00342 0.09 -0.32 -0.71
H 2.02140 -0.67883 -2.27028 0.06 0.43 0.03
H 1.48135 -3.16258 0.05384 0.07 0.19 0.26
H 3.58410 4.44799 0.20485 0.14 0.01 0.20
H 3.63920 -2.74562 -0.78125 0.24 0.01 0.01
H -0.60038 -4.82649 -3.04295 0.08 -0.03 -0.21
C 3.26418 1.91837 1.49046 0.26 0.63 0.03
C 1.42051 4.16399 0.17185 0.41 0.61 0.36
```
Positions in Å, forces in eV/Å.

These are the Mulliken partial charges, in e, on atoms 1 to 6: atom 1 (H): 0.26, atom 2 (C): -1.58, atom 3 (H): 0.37, atom 4 (H): 0.58, atom 5 (B): 0.48, atom 6 (H): -0.41

***

# 2
Entry from the Open Molecules 2025 dataset: C28H30FeN5O6 as an isolated structure in a non-equilibrium geometry (wB97M-V/def2-TZVPD).

## Properties
2S+1 = 5
energy above the lowest of the compared OMol25 structures with the same formula, charge and spin = 29.7 kcal/mol
total charge = -1
HOMO energy (alpha / beta) = -0.14686 / -0.16519 hartree

```
70
Properties=species:S:1:pos:R:3:forces:R:3
H 1.74184 -0.49966 -2.96461 0.00 0.01 0.00
C 1.50727 2.15895 3.56077 -0.01 0.02 0.00
C 1.92915 0.98711 2.94279 0.04 -0.10 0.05
H -1.42289 0.12446 -1.14097 0.07 -0.04 -0.03
C 2.37410 0.33526 -4.83354 0.00 0.00 0.00
H 3.41877 -5.29972 3.41553 0.01 0.00 0.00
C -1.02408 3.34707 -2.12031 0.00 -0.03 0.01
H 2.59095 -5.64485 -0.77774 0.00 0.00 0.00
C -0.91163 -1.23161 3.06206 0.00 -0.07 0.00
C 1.81519 0.39515 -3.57015 0.00 0.00 -0.01
C 2.92181 -5.53291 2.47613 0.02 0.01 -0.01
C -3.28942 -0.40530 -0.44734 -0.07 0.16 0.05
C -0.14911 2.68423 -1.24661 -0.01 0.05 0.02
C 1.66015 -5.36590 -0.27783 0.01 0.01 0.00
C 2.44961 -4.24634 1.87956 -0.01 0.04 0.12
H 0.41768 2.48090 0.81034 -0.01 0.00 0.00
N 1.11268 -0.04964 2.80744 0.00 -0.21 0.36
H -3.76703 1.27935 -1.82486 -0.06 -0.04 -0.02
N -7.04837 -0.34585 -1.27442 0.03 -0.01 0.01
N -1.83169 -0.29165 -0.31241 -0.15 -0.22 -0.01
H -1.64083 1.14800 4.29231 0.00 0.00 0.00
C 1.10140 0.63912 -0.78354 0.03 0.11 0.03
H -3.68550 -0.76547 0.50488 0.00 -0.02 -0.01
Fe 1.79921 -1.52765 1.49552 0.30 0.52 -0.98
O 4.12168 1.74230 2.53526 0.00 0.00 0.00
O 0.90640 -2.86650 -1.05533 0.11 0.05 -0.08
H 0.68864 -1.91774 -1.08058 -0.01 -0.01 0.02
H 2.09716 -6.22076 2.69279 0.00 0.00 0.02
H 2.18309 3.60660 -5.66480 0.00 0.00 0.00
C 2.06560 2.69738 -5.08748 0.00 0.00 0.01
H -2.54678 -2.05692 3.40168 0.00 0.00 -0.01
C -1.16546 3.91117 0.58730 -0.02 0.00 0.01
H -0.14163 3.14126 4.52386 0.00 0.00 0.00
H -7.26932 -0.66818 -0.33906 0.00 0.00 0.00
C -2.02323 4.56109 -0.29380 0.01 0.00 0.00
C 2.49691 1.48393 -5.60667 0.00 0.00 -0.01
H 1.35916 -6.20369 0.34938 0.00 0.00 0.00
H -1.00766 3.10547 -3.17498 0.01 0.01 -0.01
C -0.62690 1.13769 3.92011 0.00 -0.04 0.01
H -4.09669 1.63995 -0.05522 -0.04 -0.02 0.00
H 2.93610 1.43577 -6.59512 0.01 0.00 0.00
N 1.56427 -2.95896 0.16569 -0.04 -0.27 0.31
H -6.88854 -1.17631 -1.83348 0.00 0.00 0.00
H 3.62554 -6.05610 1.82327 -0.01 0.00 -0.01
O 3.53732 -0.33459 1.86308 0.01 -0.14 0.08
O 2.87622 -3.08688 3.75518 -0.06 0.12 0.01
H 2.21790 2.97050 3.63250 0.00 0.00 0.00
H 2.72301 -0.61602 -5.21616 0.00 0.00 0.00
H -2.74251 5.28358 0.07092 0.00 0.00 0.00
C 0.21452 2.23728 4.04579 0.02 0.01 0.00
H 1.20813 3.72176 -3.42187 -0.01 0.00 0.00
O -2.13814 -1.20785 3.62414 -0.02 0.03 -0.01
C 0.78187 1.64464 -1.69481 -0.03 -0.07 0.04
C -0.12450 0.00893 3.29615 0.01 0.14 -0.10
C -1.94641 4.26791 -1.64872 0.00 0.00 0.00
C -3.91827 0.89449 -0.82221 0.18 0.09 0.04
H -2.62040 4.75094 -2.34619 0.00 0.00 0.00
C 1.31508 -0.18986 0.10438 -0.08 -0.14 0.17
C 1.88203 -4.14689 0.56138 -0.03 0.02 -0.02
H -3.49755 -1.17724 -1.19184 0.01 0.02 -0.02
C -0.24868 2.98718 0.12197 0.04 -0.02 -0.02
C 1.50104 2.76136 -3.82442 0.00 0.00 -0.01
H 0.90596 -5.17977 -1.03675 0.00 0.00 0.00
N 2.46389 -3.10417 2.56580 -0.13 0.00 -0.01
H -1.21115 4.12632 1.64865 0.01 0.00 0.00
H -6.15121 0.13336 -1.20775 -0.06 -0.01 0.00
O -0.50597 -2.17266 2.43378 0.00 0.01 0.03
H -1.56578 0.31487 0.45501 -0.01 0.05 0.00
C 3.35000 0.79457 2.38698 -0.02 0.01 0.00
C 1.34596 1.60774 -3.04082 0.00 0.01 0.01
```
Positions in Å, forces in eV/Å.

These are the natural (NBO) partial charges, in e, on atoms 1 to 6: atom 1 (H): 0.23, atom 2 (C): -0.19, atom 3 (C): 0.14, atom 4 (H): 0.36, atom 5 (C): -0.21, atom 6 (H): 0.25

***

# 3
Entry from the Open Molecules 2025 dataset: one molecule with the formula C5H12N2O (wB97M-V/def2-TZVPD).

## Properties
energy above the lowest of the compared OMol25 structures with the same formula, charge and spin = 26.2 kcal/mol
SMILES = CNC[C@@H](C)NC=O
HOMO energy = -0.31354 hartree

```
20
Properties=species:S:1:pos:R:3:forces:R:3
C -1.13738 1.79911 -0.56786 -0.06 -0.15 -0.10
O -1.20160 2.22113 0.56721 -0.03 -0.07 -0.13
H -1.81091 2.14891 -1.37356 0.13 0.04 0.09
H 2.14342 1.24379 -1.60301 -0.09 0.04 -0.18
H -1.95174 -1.95908 0.16735 -0.03 -0.15 -0.10
H -0.15200 0.74236 -1.98002 -0.22 -0.09 -0.18
H 0.86573 1.07166 0.67481 -0.04 -0.14 -0.11
C 2.11187 0.39055 -0.93020 0.62 0.28 0.31
H -0.36808 -0.60908 2.20694 0.23 -0.03 -0.10
H 2.31847 -0.52349 -1.48712 -0.16 -0.04 -0.11
H -2.48588 -1.44486 1.76826 -0.04 -0.19 0.09
N -0.44690 -1.25558 1.42938 -0.03 0.24 0.14
H 2.95613 0.54633 -0.24546 -0.19 -0.21 -0.08
C -1.81440 -1.21358 0.94592 -0.20 0.26 -0.09
C 0.59806 -1.04402 0.44708 -0.02 0.23 0.24
H 0.45304 -1.76657 -0.35477 0.01 -0.10 -0.18
H 1.55228 -1.26735 0.92148 0.13 -0.28 0.10
N -0.29684 0.81304 -0.98835 0.07 0.25 0.11
H -2.14052 -0.24444 0.55321 0.07 -0.07 -0.02
C 0.80725 0.35117 -0.15128 -0.15 0.20 0.29
```
Positions in Å, forces in eV/Å.

These are the natural (NBO) partial charges, in e, on atoms 1 to 6: atom 1 (C): 0.53, atom 2 (O): -0.61, atom 3 (H): 0.11, atom 4 (H): 0.21, atom 5 (H): 0.18, atom 6 (H): 0.39

***

# 4
Entry from the Open Molecules 2025 dataset: a 2-piece molecular cluster, CHCl3OSi overall in a non-equilibrium geometry (wB97M-V/def2-TZVPD).

## Properties
2S+1 = 3
energy above the lowest of the compared OMol25 structures with the same formula, charge and spin = 2.2 kcal/mol
HOMO energy (alpha / beta) = -0.26788 / -0.40648 hartree

```
7
Properties=species:S:1:pos:R:3:forces:R:3
Si -2.19148 -0.11950 0.50392 0.38 1.16 -1.61
Cl -1.51687 -1.20342 -1.12658 -0.17 -0.77 0.46
Cl -1.99333 1.77705 -0.48367 -0.34 -0.39 1.16
C 1.41762 0.01713 0.29980 -1.21 1.60 1.24
O 1.17048 0.21584 1.45266 0.32 -0.08 -0.35
Cl 1.88901 -1.54150 -0.22339 0.44 -0.43 -0.70
H 1.22457 0.85441 -0.42274 0.57 -1.09 -0.19
```
Positions in Å, forces in eV/Å.

These are the natural (NBO) partial charges, in e, on atoms 1 to 6: atom 1 (Si): 0.77, atom 2 (Cl): -0.38, atom 3 (Cl): -0.39, atom 4 (C): 0.33, atom 5 (O): -0.50, atom 6 (Cl): -0.01

***

# 5
Entry from the Open Molecules 2025 dataset: C6H9NS as an isolated structure in a non-equilibrium geometry (wB97M-V/def2-TZVPD).

## Properties
energy above the lowest of the compared OMol25 structures with the same formula, charge and spin = 58.6 kcal/mol
HOMO energy = -0.30478 hartree

```
17
Properties=species:S:1:pos:R:3:forces:R:3
H 1.94452 1.38922 -1.64718 -0.02 -0.39 0.92
C 0.54382 0.17489 1.17828 -1.33 -1.07 2.11
N -1.94336 -0.22667 1.43585 3.50 -0.71 1.83
H -0.97643 -1.72218 -0.99477 -0.63 0.41 0.33
H 0.87019 -0.64973 -2.37857 -0.69 0.42 1.16
H 2.40400 1.67489 0.74643 -2.23 -2.19 0.38
H -1.27447 0.97161 -0.16147 0.66 0.40 1.09
S 0.75858 -1.62035 0.78900 -0.44 -0.35 -0.46
H -2.74044 -0.43463 0.95447 -2.73 -0.26 -1.81
H -1.71777 -1.16386 1.88366 0.15 1.61 -0.61
H 0.65461 0.33277 2.23406 -0.89 0.15 0.66
C -0.86440 0.16398 0.48096 -1.84 -1.54 0.65
C 1.36394 0.80282 -0.90478 0.96 1.67 1.79
H -0.49455 0.40681 -2.04924 0.16 0.85 -0.31
C 1.53793 0.89313 0.48867 2.82 3.48 -6.90
C -0.40923 -0.92764 -0.50969 2.05 -0.30 0.03
C 0.34306 -0.06506 -1.54569 0.51 -2.19 -0.86
```
Positions in Å, forces in eV/Å.

These are the natural (NBO) partial charges, in e, on atoms 1 to 6: atom 1 (H): 0.21, atom 2 (C): -0.37, atom 3 (N): -0.82, atom 4 (H): 0.23, atom 5 (H): 0.23, atom 6 (H): 0.25